{
  "formula": "C37H70N4O7",
  "method": "wB97M-V/def2-TZVPD",
  "total_energy_ev": -59796.2927,
  "e_above_lowest_kj_mol": 0.0,
  "smiles": "CC(C)=O.CC(C)=O.CC(C)=O.CC(C)=O.CC(C)=O.CC(C)=O.CC(C)=O.CCCC#N.CCCC#N.CCCC#N.CCCC#N",
  "spin_multiplicity": 1,
  "lumo_energy_ev": 0.251,
  "elements": ["O", "O", "O", "O", "O", "O", "O", "N", "N", "N", "N", "C", "C", "C", "C", "C", "C", "C", "C", "C", "C", "C", "C", "C", "C", "C", "C", "C", "C", "C", "C", "C", "C", "C", "C", "C", "C", "C", "C", "C", "C", "C", "C", "C", "C", "C", "C", "C", "H", "H", "H", "H", "H", "H", "H", "H", "H", "H", "H", "H", "H", "H", "H", "H", "H", "H", "H", "H", "H", "H", "H", "H", "H", "H", "H", "H", "H", "H", "H", "H", "H", "H", "H", "H", "H", "H", "H", "H", "H", "H", "H", "H", "H", "H", "H", "H", "H", "H", "H", "H", "H", "H", "H", "H", "H", "H", "H", "H", "H", "H", "H", "H", "H", "H", "H", "H", "H", "H"],
  "positions_angstrom": [[1.62624, -1.20496, 4.82701], [3.08327, -4.09799, -4.78963], [-4.66644, 2.98747, 1.30857], [0.80192, -1.85794, -0.81790], [3.20886, 2.10915, -3.29717], [-3.61984, 3.19312, -4.27233], [-0.48874, 4.67953, -1.41564], [-1.72496, -3.26309, -3.32096], [0.05860, 1.02351, 2.36750], [-3.16889, -2.59072, 1.90952], [7.12674, 0.43602, 3.97024], [-5.25643, -2.51637, -1.32662], [3.11505, 3.47972, -5.23200], [-5.94883, -3.05689, -0.04944], [-1.18281, 2.59137, 5.62621], [-1.24070, 3.42294, -4.55013], [-1.25642, -4.36403, -1.00213], [2.98583, 3.20248, -3.74663], [6.81351, 1.38382, 3.36194], [-0.42719, 4.33332, -0.25489], [5.74976, 2.42847, 1.38422], [1.04040, 2.16055, 4.50816], [4.69812, -5.11333, -3.42389], [-4.71439, 1.84475, 1.67042], [1.59149, -1.54168, 3.67445], [-1.58740, 3.68018, 0.42301], [2.72525, -1.45744, 2.66594], [-1.26072, -0.62163, -0.79438], [4.47934, 1.54289, 1.47561], [3.52307, -4.25824, -3.67559], [-2.50629, 2.72322, -4.12208], [2.81098, -3.68980, -2.45419], [-4.04658, -3.13950, 1.40841], [0.20201, 1.99442, 5.76589], [6.42867, 2.65435, 2.71175], [0.23282, -0.80682, -0.94985], [-5.12850, -3.95302, 0.81233], [-2.31074, 1.39864, -3.40048], [-5.99612, 0.97904, 1.63898], [0.42777, 1.53785, 3.32961], [0.32268, -2.17294, 3.13894], [-1.52834, -3.78066, -2.30382], [-1.82656, -5.74934, -0.79473], [0.81302, 4.47954, 0.60354], [1.01846, 0.45937, -1.15375], [2.62662, 4.38795, -2.87269], [-3.45680, 1.11404, 1.97884], [-1.09107, -6.78999, -1.68101], [-1.53544, -7.77829, -1.49407], [3.54179, -3.23783, -1.78343], [-4.38205, -1.91390, -1.08475], [1.55469, 5.04357, 0.04064], [3.44918, 4.69589, -2.21001], [4.39006, -6.03098, -2.92908], [-6.27890, -2.22863, 0.59182], [-3.24670, 0.90125, -3.13049], [-4.91507, -3.33662, -1.95730], [-2.88386, -5.72931, -1.08963], [-1.70657, 2.53936, 6.58058], [3.45531, -0.72432, 2.99380], [-0.71073, 2.81197, -5.29787], [0.20192, 0.93219, 6.02402], [1.16525, 3.21698, 4.24581], [1.80092, 4.05446, -2.23801], [0.74809, 2.48688, 6.56404], [-1.76952, -6.00015, 0.26958], [0.92950, 1.11941, -0.27603], [2.05728, 0.14994, -1.24800], [-1.08861, 3.64373, 5.34746], [7.32505, 3.23886, 2.53418], [-6.86043, 1.47546, 1.20765], [-1.07236, -6.59234, -2.75752], [-0.05155, -1.60627, 2.28800], [5.17429, -5.32311, -4.37867], [-0.39780, -2.17524, 3.96900], [-3.00791, 0.82127, 1.02438], [-2.79587, 1.86193, 2.41258], [-0.04971, -6.86411, -1.36263], [-0.58895, 3.54116, -3.68246], [5.78132, 3.21183, 3.39370], [-3.53750, 0.25318, 2.64507], [2.38154, -4.51080, -1.87205], [5.38962, -4.59723, -2.75133], [-1.87406, 4.24997, 1.32463], [3.79664, 4.30897, -5.46853], [-1.62429, -3.62878, -0.27950], [3.20205, -2.43480, 2.60278], [-5.74246, -4.35355, 1.63044], [-1.77134, 2.11340, 4.83435], [6.48404, 1.98555, 0.70882], [-5.92588, -1.89131, -1.92270], [2.22727, 5.20426, -3.47687], [-1.47440, 0.40726, -0.51169], [-1.75289, -0.80660, -1.76618], [0.56305, 4.98796, 1.54341], [2.12779, 3.82110, -5.57192], [-0.18556, -4.39345, -0.83572], [-1.63506, -1.32244, -0.04406], [0.50010, -3.18157, 2.75227], [3.79301, 1.86350, 2.28279], [-1.70644, 1.63585, -2.52050], [-1.52407, 4.37358, -4.98805], [2.33331, -1.19489, 1.68142], [-6.85856, -3.60260, -0.32096], [2.05978, -2.94270, -2.68080], [-2.41874, 3.59863, -0.27156], [2.01519, 1.71044, 4.66349], [-6.24831, 0.71305, 2.66963], [-1.31068, 2.69450, 0.80180], [0.69353, 1.02637, -2.03919], [3.35827, 2.54417, -5.74072], [4.01278, 1.49102, 0.48491], [-1.64561, 0.74496, -3.98352], [-4.65643, -4.75066, 0.22493], [4.74704, 0.51571, 1.74006], [5.50211, 3.43685, 1.03519], [1.21203, 3.49633, 0.86145], [-5.81522, 0.02843, 1.13189]],
  "forces_ev_per_a": [[0.711, 0.696, 0.585], [0.114, 0.185, -0.143], [-0.433, 0.735, 0.128], [-0.044, -0.818, 0.037], [-0.154, -0.393, 0.347], [0.902, -0.174, -0.094], [0.359, 0.042, 0.207], [0.057, -0.557, 1.011], [-0.100, 0.296, 0.231], [-0.178, 0.169, -0.203], [-0.711, 1.878, -1.480], [-0.177, -0.263, 0.553], [-0.663, -0.125, 0.000], [-1.142, 0.923, -1.056], [0.013, 0.142, -0.035], [-0.191, -0.284, -0.336], [0.130, 0.510, 0.611], [0.926, 0.850, -0.415], [0.684, -1.403, 1.600], [-0.101, -0.377, 0.177], [-0.868, -0.116, -0.063], [-0.291, 0.181, -0.320], [0.911, 0.038, 0.072], [-1.008, -1.404, -0.952], [-0.745, -0.998, -1.254], [-0.282, 0.110, 0.328], [-0.183, 0.423, 0.563], [-0.011, -0.401, -0.411], [0.664, 0.028, 0.002], [-1.585, 0.341, 0.206], [-0.979, -0.318, 0.367], [0.611, -0.049, 0.089], [0.306, -0.776, 0.342], [0.172, -0.273, 0.010], [0.182, -0.561, 0.407], [-0.428, 1.259, 0.517], [1.012, 0.163, 0.465], [0.613, 0.240, -0.254], [0.310, 0.402, 0.521], [0.394, -0.408, -0.355], [-0.120, 0.032, 0.295], [0.036, 0.594, -1.362], [-0.268, -0.367, -1.081], [0.025, 0.380, -0.317], [0.441, 0.105, -0.134], [-0.670, -0.396, 0.136], [0.668, 0.215, 0.561], [-0.144, -0.335, 0.944], [0.116, 0.213, -0.286], [0.079, 0.101, 0.049], [0.096, 0.050, 0.108], [0.104, 0.023, 0.182], [-0.150, -0.077, -0.433], [-0.030, -0.157, 0.023], [-0.060, -0.007, -0.295], [0.223, 0.209, -0.118], [-0.005, -0.069, -0.053], [0.067, -0.123, 0.210], [-0.184, -0.034, -0.155], [0.149, -0.026, 0.025], [-0.143, 0.130, 0.206], [-0.244, 0.042, -0.050], [0.096, -0.028, 0.174], [0.093, 0.112, 0.109], [0.030, 0.155, 0.203], [0.068, -0.105, -0.230], [-0.183, -0.260, -0.170], [0.104, 0.323, -0.227], [-0.093, 0.066, 0.078], [0.228, 0.107, 0.234], [0.150, 0.211, -0.132], [-0.349, 0.226, 0.248], [-0.115, 0.152, 0.058], [0.100, -0.182, 0.104], [0.044, -0.160, -0.510], [-0.100, -0.196, 0.157], [0.271, -0.179, 0.093], [0.070, 0.040, 0.018], [-0.018, 0.170, -0.054], [0.075, -0.091, 0.043], [-0.107, 0.005, -0.233], [-0.136, -0.005, -0.145], [0.055, -0.146, -0.064], [-0.058, -0.111, -0.422], [0.013, -0.371, 0.220], [-0.101, -0.200, 0.130], [0.027, -0.073, -0.028], [0.320, -0.120, -0.239], [0.053, -0.094, 0.256], [-0.213, 0.036, -0.179], [-0.020, -0.120, 0.165], [0.334, 0.151, 0.169], [-0.035, -0.033, 0.112], [0.171, -0.078, 0.372], [0.064, -0.056, -0.206], [0.090, -0.064, -0.079], [0.319, 0.166, -0.163], [-0.104, 0.112, -0.090], [0.076, 0.009, 0.207], [0.120, 0.174, -0.630], [-0.237, -0.047, 0.233], [0.203, 0.184, 0.042], [0.029, -0.063, 0.039], [0.071, 0.104, -0.122], [-0.104, -0.162, -0.233], [-0.143, 0.037, 0.155], [0.213, -0.079, -0.150], [0.033, 0.001, 0.043], [0.147, -0.067, -0.095], [0.097, -0.204, 0.209], [0.171, 0.307, -0.047], [-0.276, 0.153, 0.384], [-0.365, -0.014, -0.026], [-0.171, -0.040, 0.292], [0.175, 0.109, -0.081], [-0.076, -0.251, -0.323], [-0.065, -0.065, -0.038], [0.178, 0.135, -0.092]],
  "mulliken_charge": [-0.610, -0.565, -0.553, -0.498, -0.551, -0.600, -0.603, -0.666, 0.119, -0.395, -0.448, -0.811, -1.235, -0.382, -0.961, -0.748, 1.227, 0.755, 0.228, 0.604, -0.643, -0.495, -1.167, 0.587, 0.615, -0.300, -0.702, 1.171, -0.525, 0.729, 0.561, -0.667, 0.222, -0.660, -0.465, 0.552, -0.220, -0.315, -0.885, -0.163, -0.535, 0.283, -0.560, -0.955, -0.752, -0.373, 0.473, -1.357, 0.389, 0.353, -0.041, 0.342, 0.413, 0.286, 0.106, 0.337, 0.367, 0.186, 0.373, 0.099, 0.364, 0.304, 0.431, -0.320, 0.401, 0.463, -0.141, 0.371, 0.284, 0.351, 0.379, 0.337, -0.228, 0.332, 0.331, -0.674, -0.219, 0.335, -0.031, 0.267, 0.501, 0.206, 0.341, 0.482, 0.353, -0.661, 0.460, 0.364, 0.156, 0.349, 0.400, 0.313, -0.677, 0.184, 0.464, 0.280, 0.101, -0.627, 0.445, 0.148, -0.327, 0.365, 0.082, 0.360, 0.160, 0.394, 0.331, 0.361, -0.456, 0.402, 0.333, 0.169, 0.381, 0.053, 0.283, 0.288, 0.003, -0.071]
}

{
  "formula": "C13H11N2O4Os",
  "method": "wB97M-V/def2-TZVPD",
  "total_energy_ev": -27264.0915,
  "e_above_lowest_kj_mol": 17.4,
  "s_squared": 6.0376,
  "spin_multiplicity": 5,
  "total_charge": 3,
  "lumo_energy_ev": [-11.762, -14.237],
  "elements": ["Os", "O", "O", "O", "O", "N", "N", "C", "C", "C", "C", "C", "C", "C", "C", "C", "C", "C", "C", "C", "H", "H", "H", "H", "H", "H", "H", "H", "H", "H", "H"],
  "positions_angstrom": [[0.52694, -0.78882, 0.22659], [0.57385, 1.09773, 0.50379], [1.38169, 3.15530, -0.32095], [1.04567, -2.58707, -0.54895], [2.08452, -3.53836, -2.30993], [-1.04251, -1.21391, 1.58908], [1.67712, -0.21157, -1.17681], [1.27170, 1.90555, -0.37747], [2.97119, 1.43054, -2.27428], [2.22491, -1.18076, -2.05118], [-3.79178, 1.14060, 1.05531], [-2.93132, 1.46227, 3.33907], [2.01438, 1.09602, -1.35040], [-3.90001, 1.74437, 2.31520], [3.10562, -0.84968, -3.04024], [-2.01777, -0.16831, 1.85203], [1.70289, -2.49641, -1.62478], [-2.88643, 0.09535, 0.84602], [-2.01939, 0.44742, 3.11958], [3.49997, 0.48895, -3.15075], [2.05905, -4.39507, -1.80026], [-1.52932, -2.12848, 1.33119], [3.33530, 2.44457, -2.23348], [3.53414, -1.71216, -3.52446], [-0.61970, -1.42240, 2.50172], [-2.86119, -0.47551, -0.10982], [-4.45907, 1.43174, 0.22714], [-1.34988, 0.18242, 3.93255], [-4.78137, 2.30356, 2.60623], [-3.02954, 1.92609, 4.31524], [4.21035, 0.81602, -3.86696]],
  "forces_ev_per_a": [[-0.610, 1.007, 0.911], [-0.313, 0.354, -0.242], [-0.987, -5.663, 0.005], [-0.199, -0.140, -0.487], [-0.151, 0.680, 1.186], [-0.872, -1.509, 1.251], [2.569, -0.230, -3.752], [0.866, 5.900, 1.156], [0.335, 0.669, -0.205], [-1.652, 1.523, 1.664], [-0.005, -1.280, -2.203], [0.164, -0.881, -0.156], [-0.446, -2.521, 0.299], [0.432, 0.098, 1.593], [-0.074, -0.789, 0.702], [1.239, -1.459, 0.434], [1.480, -1.820, -0.517], [-2.000, 1.293, -1.716], [-0.716, 1.714, 0.761], [-0.596, 0.082, 0.747], [-0.391, 0.585, -0.521], [0.463, 1.334, 0.190], [-0.030, 0.294, -0.391], [0.243, 0.260, -0.825], [0.225, -0.219, -0.052], [-0.059, 0.653, 0.810], [0.269, -0.080, 0.578], [0.088, -0.207, -0.226], [-0.043, 0.244, -0.261], [0.114, 0.060, -0.135], [0.657, 0.049, -0.599]],
  "lowdin_spin": [2.412, 0.225, 0.057, 0.089, 0.016, 0.099, -0.007, 0.008, -0.008, 0.028, 0.175, 0.072, 0.037, 0.361, 0.007, 0.228, 0.022, 0.020, 0.059, 0.057, 0.000, 0.014, -0.001, 0.000, 0.011, -0.003, 0.005, 0.000, 0.014, 0.000, 0.002]
}